Run a
2 unconnected molecules or ions with the total composition C9H13NOS, computed with the ωB97M-V functional and the def2-TZVPD basis.

Values from the calculation:
- lowest unoccupied orbital energy (eV) = 0.22
- highest occupied orbital energy (eV) = -7.7
- orbital gap (eV) = 8.0
- SMILES = C=C/C(O)=C\C=C(\C)CS.C#N

The geometry in XYZ format:
```
25
C9H13NOS (the ωB97M-V functional and the def2-TZVPD basis)
C -2.89782 -2.42838 0.94741
C -1.76042 -1.77466 0.72254
C -1.60864 -0.75251 -0.29730
O -2.75194 -0.48799 -1.00224
C -0.45920 -0.09767 -0.57901
C 0.82106 -0.31214 0.02737
C 1.87786 0.50675 -0.10297
C 3.21923 0.16322 0.46494
C 1.79798 1.81238 -0.82270
S 1.82976 1.61926 -2.65858
H -2.97971 -3.17643 1.71687
H -3.77760 -2.23354 0.35946
H -0.88655 -1.97675 1.32228
H -2.55998 0.15024 -1.70212
H -0.50172 0.66047 -1.35139
H 0.94572 -1.21432 0.60786
H 3.18229 -0.76946 1.02109
H 3.56759 0.95358 1.12922
H 3.95385 0.05741 -0.33445
H 2.62839 2.46613 -0.56052
H 0.85949 2.32655 -0.62176
H 3.01709 1.02285 -2.71722
C -2.51649 1.13547 1.46261
N -1.68349 1.88752 1.65107
H -3.31675 0.46201 1.31756
```

=====

Run b
2 unconnected molecules or ions with the total composition C9H13NOS, computed with the ωB97M-V functional and the def2-TZVPD basis.

Values from the calculation:
- lowest unoccupied orbital energy (eV) = 0.55
- highest occupied orbital energy (eV) = -8.3
- orbital gap (eV) = 8.9

The geometry in XYZ format:
```
25
C9H13NOS (the ωB97M-V functional and the def2-TZVPD basis)
C 1.14364 4.00211 0.58961
C 0.32838 3.33817 1.48984
C 1.36291 3.47530 -0.73415
C 0.67165 2.36926 -0.97125
C -0.36690 2.14391 1.19937
C -0.18554 1.77039 -0.07232
C -0.12862 1.17448 -1.41461
C -1.10318 1.44146 2.33681
C 0.15410 -4.28619 -2.02240
N 0.00008 -2.42344 -0.11583
O 1.20313 -1.92562 -2.33681
S 1.19070 -2.99554 -1.37929
H 1.72600 4.82390 0.95595
H 0.35562 3.71868 2.59378
H 1.94829 3.97846 -1.37614
H 0.52365 -2.26662 0.78640
H -0.84450 1.18888 -2.19380
H 0.53808 0.31095 -1.43321
H -2.05506 1.10084 1.92337
H -1.17764 2.05342 3.24789
H -0.55765 0.57245 2.40778
H -0.39633 -4.92202 -1.37532
H -0.68731 -3.65242 -2.44249
H 0.66184 -4.85912 -2.78952
H -0.57745 -3.29342 -0.03759
```

=====

Last place for stability: run b

=====

Run a
A single C2H3ClFI molecule, computed with the ωB97M-V functional and the def2-TZVPD basis.

Values from the calculation:
- lowest unoccupied orbital energy (eV) = -0.25
- highest occupied orbital energy (eV) = -9.9
- orbital gap (eV) = 9.7
- SMILES = F[C@@H](Cl)CI

The geometry in XYZ format:
```
8
C2H3ClFI (the ωB97M-V functional and the def2-TZVPD basis)
F -0.75436 -1.49025 0.17733
C -0.13830 -0.52527 -0.48492
Cl -1.10722 -0.08416 -1.94501
C 0.01350 0.70529 0.41319
I 1.82911 0.27841 1.72423
H 0.81405 -1.10825 -0.91478
H 0.12327 1.60769 -0.04264
H -0.78004 0.61653 1.07259
```

=====

Run b
2 unconnected molecules or ions with the total composition C2H3ClFI, computed with the ωB97M-V functional and the def2-TZVPD basis.

Values from the calculation:
- lowest unoccupied orbital energy (eV) = 0.37
- highest occupied orbital energy (eV) = -9.6
- orbital gap (eV) = 10.0
- SMILES = C=C(F)I.Cl

The geometry in XYZ format:
```
8
C2H3ClFI (the ωB97M-V functional and the def2-TZVPD basis)
C -0.58145 -0.66471 -0.05405
C -1.69329 -0.56536 -0.74057
F -1.80401 -0.64939 -2.11955
I -3.55606 -0.14852 0.14311
H 0.35345 -0.83124 -0.48226
H -0.58927 -0.46215 0.97762
Cl 1.12950 -3.36130 0.58473
H 0.56428 -3.19602 -0.45034
```

=====

Last place for stability: run b

=====

Run a
A single C2H3ClFI molecule, computed with the ωB97M-V functional and the def2-TZVPD basis.

Values from the calculation:
- lowest unoccupied orbital energy (eV) = -0.48
- highest occupied orbital energy (eV) = -9.5
- orbital gap (eV) = 9.0
- SMILES = C[C@@](F)(Cl)I

The geometry in XYZ format:
```
8
C2H3ClFI (the ωB97M-V functional and the def2-TZVPD basis)
C 0.05561 0.64254 0.52244
C -0.18899 -0.34704 -0.62929
F -1.41215 -0.47185 -1.06844
Cl 1.02221 -0.26099 -1.86893
I 0.26100 -2.42987 0.47152
H 1.18024 0.83325 0.80050
H -0.43359 1.61124 0.32851
H -0.48433 0.42271 1.44370
```

=====

Run b
2 unconnected molecules or ions with the total composition C2H3ClFI, computed with the ωB97M-V functional and the def2-TZVPD basis.

Values from the calculation:
- lowest unoccupied orbital energy (eV) = -0.29
- highest occupied orbital energy (eV) = -10.0
- orbital gap (eV) = 9.7

The geometry in XYZ format:
```
8
C2H3ClFI (the ωB97M-V functional and the def2-TZVPD basis)
C -0.04340 0.43658 0.64818
C 0.36354 -0.40627 -0.49090
F -1.04177 -0.27187 -1.75399
Cl 1.68986 0.14958 -1.38066
I -1.75213 -0.32771 1.69028
H 0.77478 0.44773 1.37069
H -0.26077 1.45620 0.33942
H 0.26988 -1.48423 -0.42300
```

=====

Last place for stability: run b